# 1
The following is a quantum chemistry calculation of a molecular structure, C36H25F2N3O4PPb, from OMol25.

Output
HOMO	-11.7	eV
relative energy (zero: lowest compared OMol25 entry of this formula, charge and spin)	26.1	kJ/mol
LUMO	-3.4481	eV
Kohn-Sham gap	8.29	eV
E	-2585.7272	hartree
net charge	+1

Last column: Mulliken charge in e.
Atoms and positions in Å:
Pb 0.66795 1.64685 -0.32654  1.12
F -2.67728 5.12411 -2.81206  -0.30
C -1.65778 4.96901 -1.97113  0.36
C -1.06508 3.72311 -1.85620  -0.87
C -0.00155 3.60470 -0.98470  0.10
C 0.48732 4.65580 -0.20991  -0.13
C -0.17859 5.87215 -0.36085  0.37
F 0.18167 6.93056 0.37403  -0.32
C -1.23523 6.05244 -1.22977  -0.82
C 1.61591 4.42680 0.73558  0.83
C 2.39556 5.44235 1.27438  -0.84
C 3.44503 5.11464 2.11845  -0.31
C 3.70849 3.78750 2.40887  -0.94
C 2.91316 2.82441 1.82153  -0.18
N 1.89568 3.14281 1.01878  -0.12
H -1.44564 2.89668 -2.44265  0.62
H -1.71963 7.01485 -1.31482  0.52
H 2.19546 6.47096 1.02904  0.50
H 4.06116 5.89839 2.53892  0.44
H 4.51719 3.49838 3.06363  0.42
H 3.07440 1.76859 1.98593  0.62
N -0.58669 0.64279 0.88703  -0.30
P -1.54041 -0.57863 0.58920  1.81
C -2.04942 -0.81618 -1.13075  0.07
C -1.14284 -1.31955 -2.06625  0.11
C -1.49184 -1.40305 -3.40449  -0.94
C -2.74962 -0.98542 -3.82135  -0.63
C -3.65831 -0.48745 -2.89845  -0.73
C -3.31134 -0.40249 -1.55729  -0.67
C -3.05775 -0.37045 1.53584  -0.08
C -3.92999 -1.44127 1.72169  -0.35
C -5.10948 -1.25791 2.42395  -0.73
C -5.41678 -0.00803 2.94873  -0.47
C -4.54482 1.05670 2.77401  -0.68
C -3.36336 0.87741 2.06795  -0.35
C -0.82601 -2.15181 1.13097  0.39
C -1.05656 -3.36706 0.48976  0.00
C -0.48286 -4.53325 0.97908  -0.90
C 0.31440 -4.49255 2.11430  -0.42
C 0.54131 -3.28431 2.76326  -0.74
C -0.02339 -2.11736 2.27194  -0.64
H -0.16495 -1.66424 -1.75311  0.52
H -0.78433 -1.79870 -4.12138  0.45
H -3.02340 -1.05598 -4.86604  0.42
H -4.64139 -0.16970 -3.21992  0.47
H -4.02768 -0.01816 -0.84214  0.41
H -3.69011 -2.42005 1.32196  0.38
H -5.78764 -2.08826 2.56853  0.42
H -6.33638 0.13306 3.50148  0.40
H -4.78203 2.02632 3.19158  0.41
H -2.66665 1.69441 1.93247  0.43
H -1.68173 -3.41214 -0.39313  0.51
H -0.66204 -5.47356 0.47432  0.45
H 0.75551 -5.40363 2.49818  0.48
H 1.15865 -3.25302 3.65172  0.42
H 0.16205 -1.17101 2.76607  0.34
O 1.64817 0.22996 -1.74812  -0.77
C 2.39064 -0.27602 -0.83867  0.82
O 2.48626 0.31649 0.26926  -0.52
C 3.07959 -1.56485 -1.10084  0.04
C 3.80860 -1.74707 -2.27093  -0.20
C 4.42527 -2.96347 -2.50540  -0.68
C 4.26414 -3.97110 -1.57187  0.01
C 3.53115 -3.81370 -0.41232  -0.64
C 2.94218 -2.58395 -0.16702  -0.34
N 4.90412 -5.28248 -1.82879  1.00
O 4.67461 -6.17606 -1.04160  -0.60
O 5.61641 -5.37153 -2.80491  -0.60
H 3.88883 -0.94445 -2.99161  0.50
H 5.01336 -3.14410 -3.39254  0.51
H 3.43510 -4.63764 0.27806  0.55
H 2.37125 -2.42059 0.73711  0.57

***

# 2
The following is a quantum chemistry calculation of a molecular structure, C36H25N3NiPS2, from OMol25.

Output
HOMO (alpha / beta)	-4.2 / -4.7	eV
relative energy (zero: lowest compared OMol25 entry of this formula, charge and spin)	11.4	kJ/mol
LUMO (alpha / beta)	2.3575 / 2.3511	eV
multiplicity	3
expectation value of S²	2.011
Kohn-Sham gap (alpha / beta)	6.55 / 7.01	eV
E	-4197.3107	hartree
net charge	-1

Last column: Mulliken spin population.
Atoms and positions in Å:
Ni 1.16281 -0.12505 -1.08077  1.65
S 3.37521 -0.14572 -1.84320  0.13
C 3.66036 1.52249 -2.26346  -0.01
C 4.93568 1.91144 -2.67744  0.00
C 5.22324 3.21765 -3.04751  0.00
C 6.55236 3.56453 -3.45713  0.00
N 7.62538 3.82330 -3.78247  0.00
C 4.20123 4.18167 -3.01129  0.00
C 2.92920 3.80500 -2.60506  0.01
C 2.62798 2.49632 -2.22266  -0.02
S 1.00488 2.10901 -1.71755  0.10
C 4.45782 5.54164 -3.38477  0.00
N 4.66347 6.63559 -3.67717  0.00
H 5.72267 1.16977 -2.70917  -0.01
H 2.14262 4.54778 -2.57997  0.00
C -4.79153 1.24601 -2.98238  0.01
C -4.80785 1.57548 -1.63603  0.00
C -3.75295 1.20297 -0.81155  0.01
C -2.67315 0.49484 -1.32997  0.02
C -2.65758 0.17928 -2.68937  0.01
C -3.71213 0.54593 -3.50770  0.00
P -1.23023 -0.04064 -0.34665  0.01
C -1.59480 0.71627 1.26629  0.01
C -1.26855 2.07029 1.36940  0.00
C -1.58680 2.78181 2.51741  0.00
C -2.21219 2.14287 3.57928  0.00
C -2.50170 0.78818 3.49699  0.00
C -2.19776 0.07574 2.34593  0.00
C -1.53364 -1.82755 -0.18763  -0.03
C -2.75308 -2.33651 0.18195  -0.01
C -2.93957 -3.72504 0.31840  0.00
C -1.89738 -4.57459 0.06983  0.00
C -0.63761 -4.08729 -0.35551  0.01
C 0.43066 -4.96982 -0.64154  -0.01
C 1.61932 -4.46880 -1.09103  0.01
C 1.78980 -3.07558 -1.27596  0.00
C 0.80497 -2.15090 -0.99866  0.11
C -0.43810 -2.68504 -0.51418  -0.05
H -5.61212 1.54025 -3.62478  0.00
H -5.64315 2.12683 -1.22198  0.00
H -3.77231 1.46641 0.23865  0.00
H -1.80675 -0.35247 -3.10189  0.00
H -3.68706 0.29588 -4.56088  0.00
H -0.76118 2.55904 0.54320  0.00
H -1.33986 3.83429 2.58193  0.00
H -2.45935 2.69660 4.47708  0.00
H -2.95893 0.27929 4.33704  0.00
H -2.40826 -0.98375 2.29436  0.00
H -3.58616 -1.66527 0.36045  0.00
H -3.90549 -4.11309 0.61767  0.00
H -2.02527 -5.64678 0.17814  0.00
H 0.28249 -6.03624 -0.50957  0.00
H 2.43996 -5.14037 -1.31943  0.00
H 2.74706 -2.73812 -1.66213  0.01
N 1.94854 -0.28286 1.05442  0.04
C 1.38160 -0.63188 2.30178  0.00
C 1.00850 -1.95243 2.54209  0.01
C 0.42871 -2.30080 3.75175  -0.01
C 0.22639 -1.34536 4.73899  0.01
C 0.59996 -0.03057 4.49566  0.00
C 1.16554 0.32957 3.28355  0.01
H 2.51609 0.55486 1.08692  -0.01
H 2.51353 -1.03617 0.67826  -0.01
H 1.16915 -2.69823 1.77183  0.00
H 0.13897 -3.33025 3.92320  0.00
H -0.22011 -1.62074 5.68586  0.00
H 0.43727 0.72868 5.25047  0.00
H 1.43919 1.36032 3.08963  0.00